Entry 1:
3 unconnected molecules or ions with the total composition C2H4O3S3, computed with ωB97M-V with the def2-TZVPD basis set.

```
12
Properties=species:S:1:pos:R:3:forces:R:3
C -1.66201 0.81806 -0.53611 -0.8 0.5 -1.4
C -0.15349 -0.03573 1.18655 1.2 -0.5 1.3
O -0.88615 0.59662 -1.35642 0.9 -0.2 -1.1
O 0.94874 0.40170 0.61407 0.3 0.2 0.1
O -2.51804 1.14088 0.15065 -1.3 0.4 1.0
S -0.68580 1.02103 2.49144 0.0 -0.3 0.0
S -0.85521 -1.48149 0.89875 -0.3 -0.3 0.3
S 1.86022 -1.64695 -1.54541 0.4 -0.1 -0.1
H 1.30582 -0.25782 -0.04086 -0.3 0.1 0.2
H 0.23000 1.96740 2.27312 0.2 0.1 0.0
H 0.57003 -1.90806 -1.74257 -0.2 0.0 0.0
H 1.84590 -0.61563 -2.39321 0.0 0.1 -0.2
```
Positions in Å, forces in eV/Å.

Energy above the lowest of the compared OMol25 structures with the same formula, charge and spin, eV: 0.0000
Energy, eV: -40787.0418
Net charge: 0
Gap between HOMO and LUMO, eV: 9.047

These are the natural (NBO) partial charges, in e, on atoms 1 to 8:
1. C 1.016
2. C 0.006
3. O -0.537
4. O -0.705
5. O -0.500
6. S 0.115
7. S -0.106
8. S -0.252

Entry 2:
A molecular structure, C17H26B2BaF4N5O4Si, computed with ωB97M-V with the def2-TZVPD basis set.

```
60
Properties=species:S:1:pos:R:3:forces:R:3
Ba 0.25661 -0.11191 -0.29078 1.1 -1.4 -0.1
C -4.12422 -2.56675 -0.81476 0.3 -0.7 -0.3
C -2.83723 -1.82544 -0.99857 -0.6 -1.0 -0.1
N -1.80586 -2.11094 -0.27585 1.1 2.1 0.7
O -1.97128 -2.83601 0.88323 -0.8 0.2 -0.3
B -1.20782 -2.48783 2.13502 0.8 -1.7 0.5
F -1.52317 -3.43493 3.11213 0.4 0.9 -1.4
F 0.17625 -2.35165 1.87515 -0.5 0.3 -0.4
O -1.67525 -1.20117 2.79643 -0.6 3.5 -1.8
N -1.46554 -0.03951 2.03660 -0.5 -2.9 0.5
C -2.54141 0.74168 1.97622 0.3 -0.3 -0.5
C -3.72092 0.50717 2.83479 0.1 -0.4 1.1
C -2.50817 1.74873 0.90630 -0.8 0.7 1.1
N -1.49774 1.72446 0.07766 -0.8 1.1 -0.2
O -1.55868 2.68673 -0.86150 0.3 -1.2 -0.3
B -2.39639 2.27569 -2.14233 -1.5 1.6 -1.2
F -2.42024 3.39158 -2.98558 0.2 -1.1 1.3
F -3.70071 1.90077 -1.67444 1.2 0.5 -0.2
O -1.82357 1.18142 -2.89891 0.4 -0.8 0.4
N -1.76283 0.03205 -2.13719 0.2 -0.7 1.3
C -2.79603 -0.74139 -2.07472 -0.2 0.7 -1.2
C -3.94569 -0.40013 -3.03429 0.8 -0.6 0.3
C -3.56987 2.80171 0.82593 -1.5 -0.9 0.0
H -4.98725 -1.93964 -0.88167 -0.5 0.5 0.1
H -4.10075 -3.13337 0.11205 -0.1 0.2 0.1
H -4.24127 -3.31727 -1.61627 0.2 0.3 0.1
H -4.34222 -0.34209 2.48640 0.4 0.4 0.0
H -4.34617 1.38842 2.93342 0.0 -0.1 -0.1
H -3.32976 0.21948 3.84202 -0.5 0.1 -0.7
H -3.55276 0.18175 -3.85663 0.3 -0.1 -0.1
H -4.64824 0.24889 -2.58912 -0.7 0.7 0.9
H -4.52585 -1.19901 -3.42898 -0.1 -1.2 -0.1
H -4.43841 2.43125 0.18946 1.2 0.5 0.7
H -3.21171 3.73123 0.40778 0.1 0.0 -0.2
H -4.00383 2.98140 1.80651 0.2 0.1 0.1
C 1.71005 2.17120 0.92733 1.0 0.0 1.4
Si 3.44806 1.44118 0.54783 0.1 1.3 0.4
C 4.33917 2.59622 -0.63021 0.1 0.2 0.0
C 4.44834 1.45747 2.12733 0.3 -0.9 1.8
N 3.11404 -0.13877 -0.02212 0.6 -2.3 0.2
C 3.91347 -1.21770 -0.22279 -1.8 0.3 0.2
C 3.29448 -2.55198 -0.21977 -0.5 0.6 -0.9
C 3.87834 -3.59113 -0.92001 0.6 0.7 0.2
C 5.16768 -3.39795 -1.46062 -0.2 0.0 0.2
C 5.83442 -2.18778 -1.27810 0.1 -0.1 0.5
C 5.26547 -1.11680 -0.61890 -0.3 -1.3 -0.7
H 1.99196 3.06100 1.50648 -0.1 0.0 0.0
H 1.03658 1.63111 1.61732 0.4 0.0 0.0
H 1.11953 2.57260 0.14261 -0.5 0.4 -1.1
H 5.35804 2.80636 -0.21183 -1.0 0.1 -0.4
H 3.73570 3.51221 -0.78300 0.6 -0.2 0.3
H 4.46703 2.18505 -1.63119 0.1 -0.2 0.0
H 4.01381 0.77160 2.93439 0.5 0.7 -1.1
H 4.52850 2.44745 2.64784 -0.2 -0.6 -0.8
H 5.50596 1.10742 1.98125 -0.9 0.3 -0.1
H 2.26513 -2.61736 0.18851 0.8 -0.1 -0.2
H 3.41763 -4.54221 -1.10324 -0.4 -0.2 0.3
H 5.68036 -4.19822 -1.99475 -0.3 0.2 0.1
H 6.84286 -2.14061 -1.62206 0.5 0.3 -0.3
H 5.77133 -0.19574 -0.57781 0.5 1.1 0.2
```
Positions in Å, forces in eV/Å.

Energy, eV: -54483.7565
Net charge: +1
Gap between HOMO and LUMO (spin up / spin down), eV: 7.388 / 4.133

These are the natural (NBO) partial charges, in e, on atoms 1 to 8:
1. Ba 1.850
2. C -0.703
3. C 0.234
4. N -0.200
5. O -0.535
6. B 1.270
7. F -0.503
8. F -0.558

Entry 3:
2 unconnected molecules or ions with the total composition C2H2Br3P, computed with ωB97M-V with the def2-TZVPD basis set.

```
8
Properties=species:S:1:pos:R:3:forces:R:3
C -1.26868 0.19096 -0.28044 1.2 -0.8 0.5
C -0.48692 0.48371 0.93134 0.8 -0.5 -0.4
P -0.86483 -1.29627 0.86089 0.5 0.4 0.5
Br 1.01930 1.43987 1.37467 -1.3 -0.7 -1.2
Br 3.54188 0.86435 -1.40317 -0.6 0.0 0.6
Br 1.05666 -1.83609 -0.07098 0.1 -0.3 0.2
H -2.37283 0.14440 -0.22184 0.7 0.6 -0.5
H -0.62458 0.00907 -1.19046 -1.3 1.2 0.3
```
Positions in Å, forces in eV/Å.

Energy above the lowest of the compared OMol25 structures with the same formula, charge and spin, eV: 4.6416
Energy, eV: -221518.1559
Net charge: 0
Gap between HOMO and LUMO (spin up / spin down), eV: 3.922 / 3.929

Which charges does natural (NBO) predict for the atoms? In e, they are:
1. C -0.696
2. C -0.288
3. P 0.708
4. Br 0.453
5. Br -0.680
6. Br -0.092
7. H 0.295
8. H 0.300

Entry 4:
A molecular structure, C17H15ClO2Re, computed with ωB97M-V with the def2-TZVPD basis set.

```
36
Properties=species:S:1:pos:R:3:forces:R:3
C 2.31030 -1.85685 -0.09629 -1.2 -1.3 0.2
C 2.42777 -2.06658 -1.52512 -0.5 -0.5 0.4
C 1.08431 -2.43311 -2.00966 0.2 -1.4 1.4
H 3.37406 -2.07227 -2.06543 -0.4 -0.2 0.1
C 0.19601 -2.39518 -0.87271 1.0 -0.1 -1.2
C 0.96423 -2.11795 0.28412 1.7 -0.5 0.5
H 0.62122 -2.18747 1.30866 0.0 0.5 -0.4
H 3.11479 -1.60030 0.58070 -0.2 0.1 -0.2
H 0.82474 -2.84717 -2.98919 0.2 0.5 0.5
H -0.87072 -2.59755 -0.89367 0.3 0.1 0.0
Re 1.26380 -0.23348 -1.66549 -1.5 -0.6 3.1
Cl 2.00361 1.22392 -0.02270 1.0 0.3 0.9
C 1.30683 1.62879 -2.76264 0.0 -0.2 -1.4
C 0.07061 0.94641 -3.03679 0.2 0.8 -0.9
C 0.37278 -0.32227 -3.63444 0.5 0.7 -0.8
H -0.92919 1.33275 -2.87391 0.2 0.0 0.2
C 1.80956 -0.44150 -3.70755 -0.2 1.0 -1.3
C 2.39819 0.73918 -3.13642 -0.8 1.1 -1.4
H 3.45549 0.93751 -3.03922 -0.1 0.0 0.1
H 1.40981 2.63071 -2.39760 0.0 0.0 0.4
H -0.34822 -1.02774 -4.01308 0.0 -0.1 0.1
H 2.35868 -1.22686 -4.20646 -0.1 -0.2 0.4
O 0.52410 -0.38288 2.32409 -0.3 0.4 -1.1
C -0.39329 0.17580 1.68250 0.3 -0.4 1.1
O -0.64373 0.21260 0.43012 0.3 -0.3 -0.3
C -1.42380 0.85060 2.56438 -0.6 0.4 0.1
C -2.37794 1.70773 2.00234 0.2 -0.5 0.2
C -3.40611 2.21174 2.78717 -0.1 0.1 0.4
C -3.47930 1.88781 4.15077 0.3 -0.2 -0.2
C -2.50255 1.05747 4.72469 -0.3 0.3 -0.3
C -1.47287 0.55380 3.93628 0.0 -0.1 -0.2
H -2.30681 1.90609 0.93280 -0.1 0.0 0.3
H -4.15848 2.85556 2.32982 0.1 -0.1 0.2
H -4.30107 2.26682 4.75961 0.2 -0.1 -0.2
H -2.56024 0.79136 5.78033 0.0 0.1 -0.2
H -0.71659 -0.10750 4.37001 -0.3 0.3 -0.3
```
Positions in Å, forces in eV/Å.

Energy above the lowest of the compared OMol25 structures with the same formula, charge and spin, eV: 1.0927
Energy, eV: -36615.8821
Net charge: 0
Multiplicity: 4
Gap between HOMO and LUMO (spin up / spin down), eV: 6.621 / 5.775

These are the Mulliken partial charges, in e, on atoms 1 to 8:
1. C -0.822
2. C -0.593
3. C -0.625
4. H 0.549
5. C -0.820
6. C -0.140
7. H 0.803
8. H 0.452